# C49H32I4N6Na

A molecular structure, C49H32I4N6Na (ωB97M-V/def2-TZVPD, the Open Molecules 2025 dataset).

The frontier orbital gap (alpha / beta) comes out at 0.20323 / 0.20318 Ha. The LUMO energy (alpha / beta) comes out at 1.65 / 1.65 eV. As for the net charge: -1.

Each line ends with the Mulliken charge.
Geometry (Å):
1 Na 0.0360 0.3255 -0.9865  1.385
2 I 5.5442 3.5322 6.7185  0.034
3 C 4.6067 2.7440 4.9894  -0.155
4 C 3.2721 2.3898 5.0622  -0.743
5 C 2.5302 1.9737 3.9689  0.011
6 C 3.1591 1.8186 2.7302  -1.071
7 C 4.5196 2.1510 2.6805  0.021
8 C 5.2113 2.6606 3.7875  -0.713
9 C 2.3133 1.3599 1.5894  0.955
10 C 1.4549 2.3636 1.0924  0.283
11 C 1.4338 3.7159 1.5882  -1.227
12 C 0.2991 4.3106 1.1209  -1.369
13 C -0.3589 3.2680 0.3759  -0.209
14 C -1.6817 3.3693 -0.1098  1.391
15 C -2.4280 4.6237 0.1989  -0.272
16 C -2.7839 4.9133 1.5148  0.057
17 C -3.5486 6.0023 1.7649  -0.695
18 C -3.8617 6.9176 0.7508  -0.171
19 I -4.8834 8.7197 1.2349  0.034
20 C -3.4341 6.6653 -0.5350  -0.586
21 C -2.7541 5.5048 -0.8421  -0.052
22 C -2.4476 2.3572 -0.6881  -0.153
23 N -2.0444 1.0721 -0.9362  -0.486
24 C -3.0942 0.4154 -1.3944  0.492
25 C -3.1360 -0.9769 -1.6629  0.850
26 C -4.4418 -1.5111 -2.1650  -0.538
27 C -4.8388 -1.3098 -3.4862  -0.096
28 C -6.0079 -1.8802 -3.9453  -0.588
29 C -6.8439 -2.5785 -3.0964  -0.089
30 I -8.7030 -3.3912 -3.7335  0.037
31 C -6.4710 -2.7481 -1.7895  -0.571
32 C -5.2802 -2.2137 -1.3212  0.053
33 C -2.1481 -1.8816 -1.3981  0.410
34 C -2.1925 -3.2919 -1.7829  -1.474
35 C -1.0394 -3.8412 -1.3378  -1.450
36 C -0.3257 -2.7704 -0.6435  0.212
37 N -1.0133 -1.6350 -0.7393  -0.645
38 C 0.8423 -2.9562 0.1031  1.418
39 C 1.6162 -1.9562 0.7052  0.021
40 C 2.6476 -2.1965 1.6975  -1.717
41 C 3.0332 -0.9688 2.1210  -1.566
42 C 2.2445 -0.0326 1.3982  0.861
43 N 1.4481 -0.6485 0.5052  0.394
44 C 1.2736 -4.3596 0.3095  0.090
45 C 2.5966 -4.6742 -0.0171  -0.377
46 C 3.1516 -5.9273 0.1707  -0.674
47 C 2.3116 -6.8932 0.7816  -0.192
48 I 2.9277 -8.9111 1.1455  0.003
49 C 0.9898 -6.5952 1.1199  -0.788
50 C 0.4917 -5.3077 0.9051  -0.320
51 C -4.3250 1.2388 -1.3206  -1.242
52 C -3.9081 2.4154 -0.8928  -1.277
53 N 0.3819 2.1554 0.3165  0.017
54 H 2.7265 2.4970 5.9562  0.412
55 H 1.4983 1.7118 4.0449  0.573
56 H 5.0309 2.1245 1.7383  0.378
57 H 6.2383 2.8802 3.6591  0.460
58 H 2.2447 4.1946 2.1578  0.430
59 H -0.0416 5.3399 1.1627  0.556
60 H -2.4758 4.2170 2.2963  0.476
61 H -3.8481 6.2558 2.7700  0.356
62 H -3.6515 7.3427 -1.3513  0.365
63 H -2.4658 5.3200 -1.8455  0.517
64 H -4.2156 -0.7524 -4.1553  0.513
65 H -6.3174 -1.7823 -4.9806  0.354
66 H -7.1487 -3.2324 -1.0910  0.345
67 H -5.0331 -2.3972 -0.2805  0.485
68 H -2.9494 -3.8019 -2.3737  0.443
69 H -0.6675 -4.8139 -1.4092  0.917
70 H 2.9056 -3.2116 2.0121  0.511
71 H 3.7217 -0.7439 2.9283  0.463
72 H 3.2075 -3.9223 -0.4503  0.618
73 H 4.1611 -6.1880 -0.1397  0.416
74 H 0.4079 -7.3555 1.6061  0.383
75 H -0.5251 -5.0846 1.2221  0.491
76 H -5.3165 0.9310 -1.5354  0.483
77 H -4.5302 3.2862 -0.7983  0.385
78 C 5.2643 0.2177 -0.5202  -1.311
79 C 4.1230 -0.1818 -1.3785  0.838
80 C 3.8238 -1.3255 -2.0586  -0.812
81 C 2.5146 -1.1133 -2.6331  0.895
82 N 2.1285 0.1205 -2.3699  -0.939
83 N 3.0973 0.6600 -1.6035  0.309
84 C 1.6218 -2.0634 -3.4106  -1.063
85 H 6.1573 -0.3510 -0.7830  0.402
86 H 5.0071 -0.0323 0.5180  0.082
87 H 5.4910 1.2914 -0.6007  0.337
88 H 4.4302 -2.2289 -2.1452  0.357
89 H 2.8568 1.4567 -1.0558  0.319
90 H 2.1395 -2.4777 -4.2940  0.402
91 H 0.7542 -1.4709 -3.7024  0.310
92 H 1.2930 -2.8433 -2.7283  0.020

---

# C5H17N4P

2 unconnected molecules or ions with the total composition C5H17N4P (ωB97M-V/def2-TZVPD, the Open Molecules 2025 dataset).

The frontier orbital gap (alpha / beta) comes out at 0.30067 / 0.30072 Ha. As for the energy above the lowest of the compared OMol25 structures with the same formula, charge and spin: 69.28 kcal/mol. The LUMO energy (alpha / beta) comes out at 0.48 / 0.48 eV.

Each line ends with the natural charge from an NBO analysis.
Geometry (Å):
1 C 0.9667 -2.4483 -1.0402  -0.433
2 C 2.0622 1.3229 -1.0974  -0.450
3 C 0.3958 -1.6240 2.4702  -0.417
4 C -2.0993 0.6486 -1.5134  -0.421
5 C -1.6572 1.9649 0.5652  -0.398
6 N -0.1254 -1.4632 -0.9936  -1.055
7 N 1.9102 1.1369 0.3197  -0.806
8 N -0.3850 -0.7715 1.6326  -0.993
9 N -1.4238 0.7620 -0.2170  -0.786
10 P -0.1579 -0.3328 0.0947  2.072
11 H 1.9760 -2.2229 -0.5328  0.193
12 H 1.0614 -2.5454 -2.1157  0.205
13 H 0.4750 -3.3897 -0.6173  0.189
14 H 3.1242 1.3192 -1.4038  0.177
15 H 1.5614 0.4135 -1.5078  0.191
16 H 1.6183 2.1965 -1.4502  0.168
17 H -0.2537 -2.1031 3.2954  0.213
18 H 0.8608 -2.4083 1.8182  0.216
19 H 1.3860 -1.1132 2.9414  0.200
20 H -2.0004 -0.3865 -1.7847  0.245
21 H -3.2315 1.0042 -1.3910  0.194
22 H -1.6592 1.1098 -2.4442  0.196
23 H -2.7240 2.0360 0.8864  0.208
24 H -0.9497 1.8595 1.4604  0.191
25 H -1.3620 2.9534 -0.0353  0.198
26 H 1.2895 1.9755 0.5741  0.312
27 H -0.6585 0.1059 2.0865  0.390

---

# C9H10OS

2 unconnected molecules or ions with the total composition C9H10OS (ωB97M-V/def2-TZVPD, the Open Molecules 2025 dataset).

The frontier orbital gap (alpha / beta) comes out at 0.27027 / 0.27029 Ha. As for the energy above the lowest of the compared OMol25 structures with the same formula, charge and spin: 55.90 kcal/mol. The LUMO energy (alpha / beta) comes out at -0.06 / -0.06 eV.

Each line ends with the natural charge from an NBO analysis.
Geometry (Å):
1 C -2.8927 -0.7809 -0.3700  -0.201
2 C -1.9429 -1.2796 -1.2884  -0.212
3 C -2.5508 0.3048 0.4484  -0.211
4 C -0.6463 -0.8936 -1.2362  -0.185
5 C -1.1890 0.7008 0.4042  -0.171
6 C -0.1806 0.1220 -0.3912  -0.177
7 C 2.0174 -1.0660 1.1057  0.418
8 C 1.6256 1.7136 0.5718  -0.671
9 C 1.1116 0.5118 -0.2668  -0.138
10 O 2.4827 -0.5668 2.0558  -0.497
11 S 2.1349 0.2317 -1.6587  0.033
12 H -3.8488 -1.2574 -0.3067  0.210
13 H -2.2458 -2.0197 -1.9872  0.212
14 H -3.1771 0.7289 1.1472  0.213
15 H 0.0539 -1.5122 -1.7952  0.222
16 H -0.8517 1.4808 1.1331  0.202
17 H 2.0240 -2.1851 0.7394  0.148
18 H 0.8455 2.4452 0.6494  0.217
19 H 1.6144 1.2302 1.5537  0.243
20 H 2.5682 2.2549 0.3504  0.241
21 H 3.0473 -0.1634 -0.8586  0.105

---

# C12H14IN3O3Re

A molecular structure, C12H14IN3O3Re (ωB97M-V/def2-TZVPD, the Open Molecules 2025 dataset).

The frontier orbital gap (alpha / beta) comes out at 0.24574 / 0.25802 Ha. As for the energy above the lowest of the compared OMol25 structures with the same formula, charge and spin: 13.28 kcal/mol. Its spin multiplicity is 4. The LUMO energy (alpha / beta) comes out at -9.55 / -9.24 eV. As for the net charge: +2.

Each line ends with the natural charge from an NBO analysis.
Geometry (Å):
1 C 2.3465 0.6645 1.0413  -0.329
2 C 0.9035 2.3038 -1.4584  -0.986
3 H 2.3378 1.3969 1.8333  0.238
4 H 3.8291 1.5350 0.2975  0.534
5 H 2.7196 -0.2799 1.4343  0.218
6 H 0.0152 2.5751 -2.0725  0.249
7 H 1.2325 3.2507 -0.9984  0.285
8 H 1.6612 1.9490 -2.1919  0.259
9 C 0.7189 -1.4712 2.1887  0.083
10 C 0.1994 -2.4470 3.0238  -0.200
11 C -1.0269 -3.0125 2.7285  -0.093
12 C -1.6770 -2.5871 1.5840  -0.190
13 H 1.6746 -1.0366 2.4486  0.214
14 H 0.7864 -2.7103 3.8915  0.265
15 H -1.4593 -3.7625 3.3803  0.268
16 H -2.6459 -2.9683 1.3021  0.244
17 N 0.0804 -1.0304 1.0923  -0.542
18 C -1.1061 -1.6118 0.7469  0.245
19 C -1.7421 -1.1037 -0.4585  0.165
20 N -1.1028 -0.0748 -1.0813  -0.482
21 C -1.6349 0.4647 -2.1932  0.085
22 C -3.5478 -0.9878 -2.0714  -0.086
23 C -2.8599 0.0402 -2.6954  -0.201
24 H -1.0767 1.2626 -2.6722  0.237
25 H -3.2402 0.5417 -3.5710  0.269
26 C -2.9797 -1.5571 -0.9480  -0.175
27 H -3.4577 -2.3514 -0.4005  0.247
28 H -4.5006 -1.3403 -2.4530  0.269
29 Re 0.6502 0.8119 -0.0375  1.332
30 I -0.7353 2.2229 1.5175  0.248
31 O 4.7585 2.8373 -1.7889  -0.203
32 N 3.8342 3.4231 -1.1908  0.472
33 O 3.9481 3.9842 -0.0915  -0.258
34 O 3.0966 1.0692 -0.1365  -0.682

---

Here are the calculated calculated total energy numbers, same order: -97094.8082 -20705.7075 -22374.1622 -33492.4026 (eV).